[1]
C7H11N3 in the gas phase in a non-equilibrium geometry. Source: the Open Molecules 2025 dataset; level of theory: ωB97M-V with the def2-TZVPD basis set.

Computed properties:
Energy   -11903.4797 eV
Energy above the lowest of the compared OMol25 structures with the same formula, charge and spin   74.0 kcal per mole
HOMO-LUMO gap   0.3387 Eh
SMILES string   CN1N=N[C@@]2(C)C=C[C@@]12C

```
! wB97M-V def2-TZVPD RIJCOSX def2/J DEFGRID3
* xyz 0 1
C 2.644 -0.194 -0.045
N 1.378 0.272 0.414
N 1.341 1.226 1.436
N 0.176 1.624 1.594
C -0.736 1.250 0.608
C -2.193 1.014 0.925
C -0.464 2.179 -0.628
C 0.078 1.177 -1.371
C 0.051 0.151 -0.232
C -0.221 -1.471 -0.542
H 3.425 0.541 0.214
H 2.920 -1.172 0.329
H 2.595 -0.293 -1.155
H -2.539 0.981 -0.067
H -2.487 1.952 1.262
H -2.477 0.235 1.600
H -0.759 3.146 -0.766
H 0.435 1.040 -2.342
H 0.422 -1.837 -1.289
H -1.270 -1.690 -0.851
H 0.063 -1.941 0.410
*
```

Here are the Mulliken charges for atoms 1 to 5, given in e:
1. C -0.867
2. N 0.483
3. N -0.584
4. N -0.447
5. C 1.613

[2]
C7H16O2 in the gas phase in a non-equilibrium geometry. Source: the Open Molecules 2025 dataset; level of theory: ωB97M-V with the def2-TZVPD basis set.

Computed properties:
Energy   -11613.1633 eV
Energy above the lowest of the compared OMol25 structures with the same formula, charge and spin   25.1 kcal per mole
HOMO-LUMO gap   0.3755 Eh
SMILES string   CC(C)(O)C(C)(C)CO

```
! wB97M-V def2-TZVPD RIJCOSX def2/J DEFGRID3
* xyz 0 1
C -0.302 1.485 1.506
C -0.068 0.033 1.097
C 1.283 -0.433 1.649
O -1.097 -0.710 1.723
C -0.048 -0.168 -0.602
C 0.471 -1.549 -0.990
C 0.779 0.920 -1.277
C -1.515 -0.046 -0.907
O -1.689 -0.252 -2.401
H -0.343 1.538 2.593
H -1.252 1.854 1.131
H 0.505 2.124 1.160
H 2.107 0.102 1.186
H 1.310 -0.248 2.723
H 1.429 -1.500 1.493
H -0.936 -1.648 1.572
H 0.226 -1.729 -2.035
H -0.002 -2.335 -0.405
H 1.551 -1.610 -0.874
H 0.917 0.677 -2.330
H 0.296 1.892 -1.207
H 1.767 0.991 -0.827
H -1.925 0.933 -0.648
H -2.102 -0.855 -0.478
H -1.363 0.535 -2.852
*
```

Here are the Mulliken charges for atoms 1 to 5, given in e:
1. C -1.773
2. C 1.212
3. C -1.666
4. O -0.606
5. C 2.072

[3]
8 unconnected molecules or ions with the total composition C28H39BN7 in a non-equilibrium geometry. Source: the Open Molecules 2025 dataset; level of theory: ωB97M-V with the def2-TZVPD basis set.

Computed properties:
Energy   -40758.6529 eV
Energy above the lowest of the compared OMol25 structures with the same formula, charge and spin   286.5 kcal per mole
HOMO-LUMO gap   0.2824 Eh

```
! wB97M-V def2-TZVPD RIJCOSX def2/J DEFGRID3
* xyz -1 1
B 13.462 14.592 2.949
H 12.738 14.650 1.913
H 13.655 15.713 3.255
H 12.855 14.012 3.921
H 14.454 13.953 2.418
N 8.237 15.658 2.691
C 7.254 14.709 3.091
C 8.013 13.411 3.086
C 9.437 13.690 2.622
C 9.570 15.196 2.393
H 8.177 16.675 2.636
H 6.247 15.083 3.097
H 7.492 12.668 3.137
H 10.059 13.008 2.397
H 10.127 16.002 2.079
N 14.964 13.350 0.205
C 15.602 12.105 0.189
C 15.831 11.707 -1.218
C 15.343 12.899 -2.089
C 14.789 13.952 -1.100
H 14.694 13.794 0.921
H 15.839 11.814 1.248
H 16.359 10.830 -1.345
H 15.309 12.937 -3.298
H 14.272 14.787 -1.204
N 13.511 16.659 6.114
C 13.659 18.051 6.059
C 13.422 18.555 7.493
C 13.282 17.374 8.350
C 13.519 16.159 7.397
H 13.484 16.002 5.315
H 13.932 18.569 5.169
H 13.465 19.577 7.748
H 13.396 17.181 9.449
H 13.549 15.069 7.777
N 11.405 11.087 4.175
C 11.130 9.962 3.551
C 11.564 8.795 4.541
C 12.450 9.424 5.531
C 12.227 10.957 5.335
H 11.268 11.964 3.875
H 10.473 9.779 2.765
H 11.285 7.683 4.438
H 13.160 8.839 6.264
H 12.727 11.928 5.950
N 15.992 13.389 5.293
C 15.754 11.977 5.271
C 16.776 11.418 6.106
C 17.431 12.520 6.915
C 16.826 13.801 6.342
H 15.584 14.062 4.476
H 15.013 11.473 4.620
H 17.075 10.305 6.297
H 18.223 12.336 7.643
H 17.026 14.848 6.609
N 12.356 18.910 -1.224
C 12.912 19.782 -0.333
C 13.422 18.935 0.744
C 13.119 17.485 0.389
C 12.449 17.524 -0.839
H 11.792 19.311 -2.152
H 12.972 20.955 -0.597
H 13.892 19.369 1.562
H 13.522 16.753 1.146
H 12.039 17.039 -1.535
N 16.620 16.403 2.104
C 17.895 15.769 2.314
C 18.840 16.948 2.105
C 18.031 18.182 1.843
C 16.540 17.744 1.902
H 15.697 15.671 2.212
H 18.165 14.699 2.716
H 19.879 16.922 2.116
H 18.450 19.114 1.827
H 15.508 18.367 1.912
*
```

Here are the Mulliken charges for atoms 1 to 5, given in e:
1. B 1.137
2. H -0.169
3. H -0.513
4. H -0.415
5. H -0.524

[4]
11 unconnected molecules or ions with the total composition C49H119NO21 in a non-equilibrium geometry. Source: the Open Molecules 2025 dataset; level of theory: ωB97M-V with the def2-TZVPD basis set.

Computed properties:
Energy   -97215.7423 eV
Energy above the lowest of the compared OMol25 structures with the same formula, charge and spin   12.9 kcal per mole
HOMO-LUMO gap   0.3305 Eh
SMILES string   CC1(C)CCCC(C)(C)N1O.COCCOC.COCCOC.COCCOC.COCCOC.COCCOC.COCCOC.COCCOC.COCCOC.COCCOC.COCCOC

```
! wB97M-V def2-TZVPD RIJCOSX def2/J DEFGRID3
* xyz 0 1
C -4.308 11.740 22.476
C -4.103 13.195 22.009
C -3.548 13.127 20.571
C -5.469 13.887 22.032
C -5.373 15.361 21.626
C -4.480 16.054 22.636
C -3.107 15.392 22.795
C -2.143 15.800 21.638
C -2.515 16.011 24.056
N -3.236 13.931 22.950
O -1.996 13.328 23.168
H -4.956 11.148 21.834
H -3.359 11.202 22.516
H -4.715 11.845 23.483
H -3.823 12.241 19.995
H -3.684 13.971 19.892
H -2.456 13.017 20.630
H -6.214 13.350 21.443
H -5.875 13.880 23.050
H -4.949 15.450 20.622
H -6.385 15.768 21.597
H -5.005 16.083 23.598
H -4.319 17.122 22.463
H -1.134 15.884 22.034
H -2.470 16.780 21.287
H -2.225 15.159 20.766
H -1.488 15.736 24.305
H -3.044 15.629 24.939
H -2.697 17.086 24.110
H -1.509 13.341 22.323
C -3.186 23.445 13.746
O -2.799 22.835 14.944
C -1.700 23.476 15.555
C -1.003 22.611 16.562
O -1.886 22.147 17.581
C -1.189 21.463 18.595
H -2.476 23.381 12.914
H -3.295 24.532 13.885
H -4.179 23.149 13.416
H -2.059 24.453 15.899
H -0.925 23.713 14.811
H -0.143 23.120 17.006
H -0.680 21.679 16.078
H -1.893 21.192 19.383
H -0.425 22.079 19.083
H -0.754 20.546 18.187
C -5.313 14.691 30.799
O -4.563 15.254 29.742
C -5.393 15.880 28.798
C -4.557 16.417 27.646
O -3.688 17.411 28.146
C -2.772 17.905 27.209
H -4.702 14.497 31.675
H -5.806 13.786 30.430
H -6.120 15.371 31.100
H -5.734 16.812 29.272
H -6.240 15.305 28.419
H -5.172 16.804 26.828
H -3.913 15.629 27.234
H -3.300 18.626 26.567
H -2.360 17.197 26.484
H -1.973 18.423 27.733
C -6.215 19.349 31.459
O -6.777 20.062 30.396
C -5.762 20.487 29.492
C -6.170 20.348 28.036
O -7.055 21.392 27.690
C -7.519 21.333 26.369
H -5.810 18.360 31.206
H -6.959 19.103 32.222
H -5.437 19.904 31.995
H -4.831 19.919 29.567
H -5.583 21.535 29.741
H -6.745 19.421 27.903
H -5.279 20.314 27.397
H -6.686 21.524 25.677
H -8.241 22.104 26.101
H -7.971 20.355 26.175
C -6.379 21.587 15.974
O -7.445 22.403 16.426
C -7.192 23.779 16.152
C -6.118 24.373 17.015
O -6.020 25.746 16.711
C -5.216 26.450 17.625
H -5.481 21.588 16.595
H -6.089 21.779 14.936
H -6.797 20.577 15.982
H -8.147 24.292 16.275
H -6.939 23.915 15.093
H -5.135 23.908 16.834
H -6.271 24.159 18.083
H -5.283 27.516 17.419
H -4.148 26.215 17.506
H -5.487 26.195 18.654
C -4.344 23.734 20.894
O -5.139 24.221 21.952
C -4.386 24.695 23.073
C -5.402 25.321 24.018
O -6.303 26.217 23.438
C -5.753 27.421 22.939
H -5.004 23.018 20.397
H -3.406 23.196 21.062
H -4.112 24.503 20.147
H -3.545 25.336 22.788
H -3.925 23.818 23.542
H -4.797 25.804 24.801
H -5.987 24.560 24.528
H -5.164 27.206 22.047
H -5.184 27.931 23.726
H -6.609 28.066 22.749
C 1.515 18.525 26.691
O 1.300 19.281 25.508
C -0.030 19.152 25.080
C -0.365 19.708 23.718
O -0.406 21.121 23.713
C -0.807 21.574 22.439
H 1.264 17.487 26.437
H 0.868 18.920 27.480
H 2.560 18.549 26.988
H -0.729 19.554 25.825
H -0.283 18.086 24.975
H -1.248 19.142 23.407
H 0.449 19.401 23.048
H -0.002 21.606 21.694
H -1.091 22.628 22.521
H -1.664 21.020 22.046
C -8.670 20.598 22.077
O -8.145 19.324 22.388
C -9.134 18.324 22.551
C -8.670 17.148 23.433
O -8.389 17.562 24.732
C -7.054 17.975 24.950
H -7.905 21.107 21.488
H -8.922 21.107 23.013
H -9.545 20.556 21.418
H -9.413 17.958 21.558
H -10.031 18.664 23.076
H -7.878 16.520 23.009
H -9.579 16.543 23.512
H -6.406 17.167 24.588
H -6.816 18.166 25.991
H -6.855 18.856 24.335
C -2.982 16.534 17.732
O -4.165 15.739 17.795
C -4.803 15.595 16.534
C -4.037 14.739 15.553
O -3.441 13.624 16.202
C -4.366 12.610 16.501
H -2.661 16.705 18.754
H -3.063 17.444 17.130
H -2.239 15.897 17.245
H -4.959 16.613 16.156
H -5.776 15.162 16.764
H -3.175 15.267 15.140
H -4.686 14.565 14.687
H -4.460 11.937 15.641
H -5.390 12.891 16.773
H -4.061 12.006 17.358
C -0.655 18.437 20.032
O -0.634 18.399 18.628
C 0.644 18.372 18.039
C 0.542 17.733 16.663
O 0.176 16.368 16.758
C -0.002 15.802 15.478
H -0.222 17.566 20.527
H -1.688 18.579 20.349
H -0.143 19.356 20.357
H 1.398 17.909 18.682
H 0.948 19.412 17.848
H 1.500 17.704 16.128
H -0.201 18.322 16.111
H 0.953 15.716 14.948
H -0.681 16.394 14.857
H -0.405 14.800 15.609
C -3.541 20.708 24.384
O -3.947 19.866 23.336
C -5.034 20.364 22.570
C -5.202 19.665 21.236
O -4.060 19.906 20.449
C -4.176 19.337 19.163
H -3.148 21.651 23.995
H -2.749 20.179 24.910
H -4.317 20.919 25.131
H -4.852 21.410 22.290
H -5.893 20.239 23.235
H -6.100 20.094 20.778
H -5.325 18.589 21.413
H -4.840 19.932 18.527
H -4.517 18.295 19.151
H -3.178 19.334 18.724
*
```

Here are the Mulliken charges for atoms 1 to 5, given in e:
1. C -2.171
2. C 2.237
3. C -1.774
4. C -1.762
5. C 0.115

[5]
A molecular structure, C48H116N8O11 in a non-equilibrium geometry. Source: the Open Molecules 2025 dataset; level of theory: ωB97M-V with the def2-TZVPD basis set.

Computed properties:
Energy   -86034.8318 eV
Energy above the lowest of the compared OMol25 structures with the same formula, charge and spin   1348.5 kcal per mole
HOMO-LUMO gap   0.2185 Eh

```
! wB97M-V def2-TZVPD RIJCOSX def2/J DEFGRID3
* xyz 0 1
C -1.842 3.802 -1.001
C -1.531 4.892 0.077
C -0.054 5.065 0.358
O 0.608 3.870 0.860
C 2.017 3.909 0.807
N -1.951 6.214 -0.339
H -1.392 2.845 -0.737
H -1.513 4.105 -1.996
H -2.919 3.637 -1.030
H -2.080 4.644 0.986
H 0.140 5.852 1.087
H 0.431 5.454 -0.538
H 2.449 3.298 1.600
H 2.381 4.934 0.880
H 2.454 3.510 -0.109
H -1.211 6.878 -0.161
H -2.049 6.351 -1.335
C 4.690 -4.525 -1.485
C 5.309 -3.298 -0.756
C 4.678 -3.087 0.674
O 3.204 -3.107 0.812
C 2.668 -2.786 2.059
N 6.747 -3.298 -0.824
H 5.049 -5.491 -1.130
H 4.928 -4.352 -2.534
H 3.613 -4.602 -1.337
H 5.069 -2.358 -1.253
H 5.047 -2.144 1.077
H 5.058 -3.876 1.323
H 2.889 -1.769 2.384
H 3.008 -3.439 2.863
H 1.590 -2.942 2.096
H 7.135 -2.565 -0.248
H 7.181 -4.190 -0.631
C 5.350 2.179 0.713
C 5.667 3.589 1.109
C 5.033 4.141 2.441
O 3.583 4.136 2.380
C 3.014 4.942 3.419
N 7.124 3.624 1.241
H 4.290 2.001 0.531
H 5.659 1.513 1.519
H 5.895 1.927 -0.196
H 5.328 4.228 0.294
H 5.421 5.093 2.802
H 5.284 3.477 3.267
H 3.125 6.014 3.257
H 3.399 4.737 4.418
H 1.929 4.835 3.435
H 7.525 3.482 0.325
H 7.321 4.591 1.456
C 3.297 -6.266 -5.070
O 2.609 -5.065 -4.753
C 3.164 -4.425 -3.647
C 2.413 -3.171 -3.225
N 1.381 -3.512 -2.373
C 0.556 -2.270 -2.089
C -0.362 -2.414 -0.865
O 0.410 -2.293 0.319
C -0.328 -2.406 1.523
H 2.937 -7.031 -4.382
H 4.379 -6.156 -5.001
H 2.938 -6.577 -6.051
H 4.146 -4.084 -3.973
H 3.331 -5.125 -2.828
H 2.036 -2.643 -4.101
H 3.134 -2.507 -2.749
H 1.769 -3.906 -1.528
H -0.194 -2.069 -2.855
H 1.239 -1.427 -1.986
H -0.956 -3.327 -0.816
H -1.040 -1.562 -0.813
H -1.095 -1.634 1.465
H 0.334 -2.213 2.368
H -0.755 -3.408 1.554
C -2.565 2.138 0.698
O -3.624 1.298 1.199
C -4.951 1.898 1.163
C -5.910 0.768 1.393
N -6.191 -0.100 0.229
C -7.358 -0.966 0.454
C -7.178 -2.016 1.534
O -5.920 -2.629 1.239
C -5.461 -3.643 2.127
H -2.582 2.167 -0.391
H -1.699 1.530 0.960
H -2.391 3.116 1.148
H -5.113 2.141 0.113
H -5.135 2.635 1.944
H -6.896 1.141 1.671
H -5.577 0.206 2.265
H -5.355 -0.658 0.128
H -7.460 -1.569 -0.448
H -8.303 -0.429 0.538
H -7.973 -2.757 1.441
H -7.194 -1.532 2.510
H -6.180 -4.461 2.113
H -5.564 -3.343 3.170
H -4.454 -3.954 1.848
C -3.066 -1.039 -0.523
O -2.844 -1.918 0.566
C -3.535 -1.493 1.741
C -3.251 -2.427 2.907
N -1.839 -2.460 3.212
C -1.279 -1.276 3.876
C -0.319 -1.687 5.018
O 0.997 -1.868 4.480
C 2.052 -1.759 5.442
H -2.462 -1.192 -1.418
H -2.645 -0.121 -0.112
H -4.096 -0.853 -0.826
H -4.583 -1.263 1.547
H -3.158 -0.507 2.014
H -3.706 -3.389 2.673
H -3.746 -2.047 3.801
H -1.339 -2.600 2.345
H -1.981 -0.614 4.384
H -0.681 -0.726 3.149
H -0.675 -2.591 5.512
H -0.338 -0.870 5.740
H 2.111 -0.758 5.869
H 2.983 -2.155 5.037
H 1.847 -2.442 6.267
C 3.136 2.061 -1.433
C 2.275 1.122 -0.590
C 3.165 0.545 0.551
C 2.394 -0.270 1.657
C 1.347 0.632 2.280
C 0.347 1.111 1.219
N 1.085 1.751 0.090
O 0.298 2.570 -0.734
C -0.587 -0.040 0.769
C -0.428 2.159 2.022
C 1.885 0.001 -1.576
H 4.075 1.668 -1.823
H 3.472 2.905 -0.830
H 2.566 2.284 -2.335
H 3.856 -0.234 0.229
H 3.730 1.336 1.044
H 3.104 -0.658 2.387
H 1.926 -1.138 1.191
H 1.811 1.431 2.859
H 0.788 0.037 3.001
H -1.321 0.240 0.014
H -0.100 -0.961 0.450
H -1.107 -0.371 1.668
H -0.929 1.684 2.865
H 0.197 2.968 2.400
H -1.317 2.575 1.547
H 2.716 -0.147 -2.265
H 0.898 0.166 -2.009
H 1.709 -0.930 -1.039
H 0.099 3.283 -0.122
C -3.908 1.897 -3.655
C -2.507 1.610 -4.067
C -1.388 2.327 -3.173
C -0.978 1.619 -1.838
C -0.809 0.098 -2.082
C -1.913 -0.615 -2.827
N -2.200 0.171 -4.055
O -2.909 -0.478 -4.992
C -1.434 -2.030 -3.220
C -3.256 -0.607 -2.034
C -2.375 2.251 -5.488
H -4.195 2.904 -3.959
H -4.068 1.841 -2.578
H -4.641 1.190 -4.045
H -0.450 2.384 -3.725
H -1.638 3.367 -2.961
H -1.729 1.788 -1.066
H -0.066 2.059 -1.436
H -0.773 -0.387 -1.106
H 0.201 -0.033 -2.468
H -0.959 -2.558 -2.393
H -2.239 -2.608 -3.674
H -0.754 -1.922 -4.065
H -3.424 -1.619 -1.666
H -3.202 0.034 -1.154
H -4.232 -0.502 -2.508
H -1.349 2.110 -5.829
H -2.562 3.321 -5.391
H -3.061 1.832 -6.224
H -3.772 -0.599 -4.590
*
```

Here are the Mulliken charges for atoms 1 to 5, given in e:
1. C -0.472
2. C 0.765
3. C -1.530
4. O 0.476
5. C -1.062